Formula: C30H75BNO28P6S
Source: the OMol25 dataset
Level of theory: ωB97M-V/def2-TZVPD

Each atom is followed by the atoms it is bonded to, with distances in Å.
Positions of all 142 atoms, in Å:
1 N 1.4707 -0.8993 0.1830  C2 1.512, H20 1.043, H21 1.043
2 C 1.2032 0.5215 -0.2591  N1 1.512, C3 1.637, H22 1.171, H23 1.192
3 C 1.7534 0.9067 -1.7525  C2 1.637, B4 1.642, H24 1.186, H25 1.188
4 B 0.9960 0.1534 -3.0001  C3 1.642, C5 1.663, C12 1.644, H26 1.199
5 C 1.6293 -1.3354 -3.3848  B4 1.663, C6 1.656, H27 1.170, H28 1.185
6 C 3.2099 -1.2347 -3.8695  C5 1.656, C7 1.641, H29 1.172, H30 1.190
7 C 4.1175 -1.7240 -2.5923  C6 1.641, S8 1.893, H31 1.170, H32 1.172
8 S 4.1921 -3.6145 -2.5340  C7 1.893, O9 1.576, O10 1.551, O11 1.718
9 O 4.5197 -4.2446 -3.9406  S8 1.576
10 O 5.3477 -4.0218 -1.5826  S8 1.551
11 O 2.7112 -4.3257 -2.0306  S8 1.718, H33 1.004
12 C -0.6372 0.0275 -2.8600  B4 1.644, O13 1.470, H34 1.194, H35 1.194
13 O -1.0989 -0.9958 -1.9104  C12 1.470, C14 1.469
14 C -2.0703 -1.9240 -2.5047  O13 1.469, C15 1.671, C19 1.639
15 C -3.4845 -2.1466 -1.6425  C14 1.671, C16 1.647, H36 1.189
16 C -4.6517 -3.1921 -2.1488  C15 1.647, C17 1.641, H37 1.187
17 C -4.4032 -4.0006 -3.5547  C16 1.641, C18 1.646, H38 1.171
18 C -3.0386 -3.8202 -4.4570  C17 1.646, C19 1.645, H39 1.171
19 C -1.8913 -2.7893 -3.8846  C14 1.639, C18 1.645, H40 1.181
20 H 0.9358 -1.6087 -0.3634  N1 1.043
21 H 2.4870 -1.1229 0.2585  N1 1.043
22 H 0.0703 0.7962 -0.1462  C2 1.171
23 H 1.7870 1.2226 0.5077  C2 1.192
24 H 2.9168 0.7185 -1.8858  C3 1.186
25 H 1.6100 2.0799 -1.8736  C3 1.188
26 H 1.1940 0.8322 -3.9684  B4 1.199
27 H 1.4425 -2.0974 -2.5167  C5 1.170
28 H 1.0280 -1.7020 -4.3376  C5 1.185
29 H 3.4518 -0.1526 -4.2502  C6 1.172
30 H 3.3323 -2.0517 -4.7263  C6 1.190
31 H 3.5579 -1.3856 -1.6219  C7 1.170
32 H 5.1688 -1.2060 -2.5837  C7 1.172
33 H 2.9624 -5.2467 -1.7210  O11 1.004
34 H -1.0652 1.0935 -2.5352  C12 1.194
35 H -1.0525 -0.1301 -3.9683  C12 1.194
36 H -3.6603 -1.5516 -0.6286  C15 1.189
37 H -5.6411 -3.3764 -1.5190  C16 1.187
38 H -5.2245 -4.7465 -3.9307  C17 1.171
39 H -2.8409 -4.3763 -5.4686  C18 1.171
40 H -0.9110 -2.6793 -4.5334  C19 1.181
41 C 6.3061 -2.8929 0.9359  O42 1.412, H49 1.094, H50 1.093, H51 1.093
42 O 7.0273 -1.9965 1.7549  C41 1.412, P43 1.611
43 P 6.4869 -0.4822 1.8480  O42 1.611, O44 1.495, O45 1.611, O47 1.609
44 O 5.2373 -0.1814 1.0845  P43 1.495
45 O 7.7696 0.3913 1.4148  P43 1.611, C46 1.411
46 C 8.2315 0.2372 0.0900  O45 1.411, H52 1.093, H53 1.093, H54 1.093
47 O 6.4024 -0.2344 3.4355  P43 1.609, C48 1.412
48 C 6.0596 1.0672 3.8620  O47 1.412, H55 1.093, H56 1.093, H57 1.093
49 H 6.4015 -2.5986 -0.1129  C41 1.094
50 H 6.7253 -3.8945 1.0609  C41 1.093
51 H 5.2522 -2.9150 1.2262  C41 1.093
52 H 7.4050 0.3106 -0.6222  C46 1.093
53 H 8.7276 -0.7310 -0.0163  C46 1.093
54 H 8.9541 1.0284 -0.1242  C46 1.093
55 H 5.0184 1.2821 3.6090  C48 1.093
56 H 6.7155 1.8098 3.3997  C48 1.093
57 H 6.1808 1.1221 4.9466  C48 1.093
58 C -7.7238 1.5903 3.0331  O59 1.412, H66 1.094, H67 1.093, H68 1.093
59 O -7.0960 0.8604 1.9998  C58 1.412, P60 1.611
60 P -6.4338 1.7023 0.7971  O59 1.611, O61 1.495, O62 1.611, O64 1.609
61 O -6.5116 3.1906 0.9149  P60 1.495
62 O -7.1451 1.0905 -0.5128  P60 1.611, C63 1.411
63 C -8.5371 1.2882 -0.6368  O62 1.411, H69 1.093, H70 1.093, H71 1.093
64 O -4.9468 1.0931 0.7167  P60 1.609, C65 1.412
65 C -4.1242 1.5514 -0.3354  O64 1.412, H72 1.093, H73 1.093, H74 1.093
66 H -8.6154 2.0917 2.6466  C58 1.094
67 H -8.0239 0.8938 3.8201  C58 1.093
68 H -7.0340 2.3242 3.4585  C58 1.093
69 H -8.7999 2.3344 -0.4578  C63 1.093
70 H -9.0645 0.6466 0.0739  C63 1.093
71 H -8.8416 1.0156 -1.6502  C63 1.093
72 H -3.8611 2.6000 -0.1754  C65 1.093
73 H -4.6300 1.4377 -1.2981  C65 1.093
74 H -3.2099 0.9533 -0.3493  C65 1.093
75 C -13.5400 3.1450 4.9459  O76 1.412, H83 1.094, H84 1.093, H85 1.093
76 O -14.1763 2.4883 3.8695  C75 1.412, P77 1.611
77 P -13.2710 2.1194 2.5896  O76 1.611, O78 1.495, O79 1.611, O81 1.609
78 O -11.8216 2.4732 2.6847  P77 1.495
79 O -14.0584 2.8193 1.3706  P77 1.611, C80 1.411
80 C -14.1356 4.2286 1.3833  O79 1.411, H86 1.093, H87 1.093, H88 1.093
81 O -13.5872 0.5569 2.3721  P77 1.609, C82 1.412
82 C -13.0217 -0.0574 1.2336  O81 1.412, H89 1.093, H90 1.093, H91 1.093
83 H -13.2339 4.1496 4.6411  C75 1.094
84 H -14.2496 3.2280 5.7730  C75 1.093
85 H -12.6716 2.5736 5.2848  C75 1.093
86 H -13.1528 4.6714 1.5668  C80 1.093
87 H -14.8378 4.5515 2.1563  C80 1.093
88 H -14.5010 4.5691 0.4114  C80 1.093
89 H -11.9367 -0.1259 1.3452  C82 1.093
90 H -13.2677 0.5056 0.3292  C82 1.093
91 H -13.4339 -1.0650 1.1398  C82 1.093
92 C -5.6440 6.2332 1.1222  O93 1.412, H100 1.094, H101 1.093, H102 1.093
93 O -6.1089 7.5634 1.0267  C92 1.412, P94 1.611
94 P -6.6594 8.0530 -0.4054  O93 1.611, O95 1.495, O96 1.611, O98 1.609
95 O -6.6644 7.0281 -1.4938  P94 1.495
96 O -5.7684 9.3598 -0.7127  P94 1.611, C97 1.411
97 C -4.3821 9.1625 -0.8897  O96 1.411, H103 1.093, H104 1.093, H105 1.093
98 O -8.0965 8.6757 -0.0372  P94 1.609, C99 1.412
99 C -8.8066 9.3065 -1.0819  O98 1.412, H106 1.093, H107 1.093, H108 1.093
100 H -4.7362 6.1119 0.5247  C92 1.094
101 H -5.4093 6.0196 2.1681  C92 1.093
102 H -6.4128 5.5327 0.7851  C92 1.093
103 H -4.1908 8.3421 -1.5868  C97 1.093
104 H -3.9153 8.9459 0.0748  C97 1.093
105 H -3.9457 10.0791 -1.2940  C97 1.093
106 H -9.1347 8.5638 -1.8134  C99 1.093
107 H -8.1840 10.0605 -1.5712  C99 1.093
108 H -9.6843 9.8007 -0.6584  C99 1.093
109 C 6.1823 -6.8603 -0.0653  O110 1.412, H117 1.094, H118 1.093, H119 1.093
110 O 4.9849 -7.6021 0.0373  C109 1.412, P111 1.611
111 P 5.0914 -9.1014 0.6156  O110 1.611, O112 1.495, O113 1.611, O115 1.609
112 O 6.4552 -9.5508 1.0318  P111 1.495
113 O 4.4123 -9.9901 -0.5442  P111 1.611, C114 1.411
114 C 5.0679 -10.0212 -1.7938  O113 1.411, H120 1.093, H121 1.093, H122 1.093
115 O 3.9771 -9.1122 1.7761  P111 1.609, C116 1.412
116 C 3.7365 -10.3455 2.4200  O115 1.412, H123 1.093, H124 1.093, H125 1.093
117 H 6.8322 -7.3047 -0.8242  C109 1.094
118 H 5.9356 -5.8389 -0.3660  C109 1.093
119 H 6.6972 -6.8274 0.8987  C109 1.093
120 H 6.1349 -10.2252 -1.6694  C114 1.093
121 H 4.9304 -9.0649 -2.3051  C114 1.093
122 H 4.6252 -10.8130 -2.4030  C114 1.093
123 H 4.6022 -10.6275 3.0244  C116 1.093
124 H 3.5238 -11.1283 1.6870  C116 1.093
125 H 2.8676 -10.2344 3.0733  C116 1.093
126 C 15.7213 2.3915 0.7252  O127 1.412, H134 1.094, H135 1.093, H136 1.093
127 O 14.4002 2.2050 0.2619  C126 1.412, P128 1.611
128 P 13.3454 1.5430 1.2831  O127 1.611, O129 1.495, O130 1.611, O132 1.609
129 O 13.8622 1.2269 2.6498  P128 1.495
130 O 12.7881 0.2738 0.4617  P128 1.611, C131 1.411
131 C 13.7123 -0.7493 0.1595  O130 1.411, H137 1.093, H138 1.093, H139 1.093
132 O 12.1111 2.5739 1.2332  P128 1.609, C133 1.412
133 C 10.9494 2.2155 1.9512  O132 1.412, H140 1.093, H141 1.093, H142 1.093
134 H 16.2014 1.4217 0.8829  C126 1.094
135 H 16.2824 2.9440 -0.0327  C126 1.093
136 H 15.7245 2.9684 1.6539  C126 1.093
137 H 14.2839 -1.0331 1.0473  C131 1.093
138 H 14.3921 -0.4104 -0.6265  C131 1.093
139 H 13.1637 -1.6225 -0.2020  C131 1.093
140 H 11.1471 2.2516 3.0254  C133 1.093
141 H 10.6146 1.2139 1.6681  C133 1.093
142 H 10.1570 2.9287 1.7111  C133 1.093

The LUMO energy is 1.62 eV. Its largest force on an atom is 7.00 eV/A. The net charge is -1. The HOMO energy is -5.03 eV. The value obtained for the total energy is -5820.8859 Eh. The value obtained for the frontier orbital gap is 6.654 eV. As for the multiplicity: 1.